Below is a structure of composition C14H24N5O2OsS2SeSi at a distorted geometry, with properties calculated with the ωB97M-V functional and the def2-TZVPD basis.

Its total energy is -4549.95965 Eh. The calculation puts the maximum force at 2.041 eV/Å. The gap between HOMO and LUMO comes out at 6.478 eV. As for the HOMO energy: -11.35 eV. As for the net charge: +1.

Each line ends with the Mulliken charge.
Element x y z (Å)
Os1 -0.610 -0.160 -0.640  1.7114
Se1 1.926 0.185 -0.498  -0.1871
S1 -0.837 -2.448 -1.300  -0.4881
S2 0.031 -0.518 1.471  -0.2694
Si1 0.270 1.339 4.561  0.3029
O1 -3.484 1.413 -3.046  -0.6112
O2 -2.305 0.263 -1.534  -0.7166
N1 1.059 -2.328 -3.180  0.0247
N2 -0.011 0.658 -2.514  -0.6734
N3 -0.699 -3.847 -3.489  -0.1965
N4 -0.754 1.653 0.500  -0.3206
N5 3.079 -2.585 -0.526  -0.4294
C1 2.648 -1.516 -0.476  0.2550
C2 -0.045 2.704 5.780  -1.0821
C3 -0.088 -2.893 -2.797  0.9327
C4 -1.422 3.685 1.486  -1.0879
C5 -2.442 1.056 -2.579  0.6146
C6 -1.305 2.857 0.382  -0.0437
C7 2.063 -2.822 -4.127  -1.1898
C8 -0.401 1.958 2.877  0.2376
C9 -0.455 -4.337 -4.845  -1.0316
C10 -0.364 1.217 1.714  0.0627
C11 -0.639 -0.212 5.025  -1.0474
C12 -1.087 1.462 -3.144  -0.5907
C13 -0.954 3.240 2.712  -0.0050
C14 2.088 1.054 4.299  -0.9692
H1 -1.879 4.659 1.380  0.4146
H2 0.815 1.230 -2.391  0.4007
H3 1.409 -1.672 -2.500  -0.1737
H4 2.587 1.985 4.021  0.3351
H5 0.241 -0.126 -3.109  0.1795
H6 -1.112 2.901 5.907  0.3342
H7 -1.647 3.151 -0.602  0.3677
H8 1.967 -2.358 -5.107  0.3589
H9 2.560 0.684 5.213  0.3642
H10 -1.515 -4.214 -3.023  0.2578
H11 0.448 3.635 5.489  0.3194
H12 -1.718 -0.041 5.050  0.3419
H13 0.126 -5.258 -4.846  0.3359
H14 3.038 -2.579 -3.710  0.3451
H15 0.048 -3.584 -5.441  0.3727
H16 2.005 -3.901 -4.221  0.4227
H17 0.351 2.423 6.759  0.3234
H18 -1.423 -4.533 -5.301  0.3470
H19 -0.332 -0.539 6.023  0.3562
H20 2.277 0.318 3.514  0.2900
H21 -1.107 1.373 -4.227  0.4042
H22 -0.920 2.512 -2.901  0.3298
H23 -1.043 3.894 3.571  0.4212
H24 -0.441 -1.039 4.340  0.3496

Atomic forces in eV per Å
Os 1.73 0.77 0.76
Se 0.45 -0.19 -0.22
S 0.05 -0.15 -0.13
S -1.18 -0.24 0.27
Si -0.03 0.05 -0.19
O 0.05 0.11 0.00
O -0.76 -0.39 0.26
N -0.16 0.28 -0.24
N -0.64 0.20 -0.53
N 0.06 -0.03 0.04
N -0.02 -0.11 -0.14
N 0.00 0.06 -0.03
C -0.15 0.09 0.09
C -0.02 0.08 0.11
C 0.01 -0.09 0.01
C -0.02 -0.02 -0.06
C 0.20 -0.27 0.13
C 0.15 0.09 -0.01
C 0.04 -0.05 0.12
C -0.03 0.14 -0.01
C -0.02 0.00 0.06
C 0.00 -0.24 -0.06
C -0.07 -0.11 0.06
C -0.20 0.22 -0.02
C -0.01 -0.06 0.05
C 0.14 -0.06 0.05
H 0.03 -0.01 -0.01
H 0.15 -0.09 -0.22
H 0.15 -0.12 0.18
H 0.01 -0.03 -0.01
H 0.08 0.11 -0.12
H 0.03 0.00 0.00
H -0.04 0.01 0.02
H -0.02 0.00 -0.01
H -0.02 0.02 -0.03
H -0.07 0.05 -0.05
H -0.01 -0.02 0.02
H 0.02 -0.02 0.01
H 0.02 0.01 0.01
H 0.01 0.00 -0.01
H -0.03 0.02 -0.01
H 0.02 -0.01 0.02
H -0.01 0.00 -0.03
H 0.00 -0.02 0.00
H -0.01 0.02 -0.04
H -0.01 0.03 0.01
H 0.12 -0.05 -0.02
H -0.01 0.02 -0.04
H 0.03 -0.01 -0.02
H -0.01 0.03 0.01